# 1
{"formula": "C43H103Cl4N5O21P4", "method": "ωB97M-V/def2-TZVPD", "symbols": ["C", "C", "O", "P", "O", "O", "C", "C", "O", "C", "C", "H", "H", "H", "H", "H", "H", "H", "H", "H", "H", "H", "H", "H", "H", "H", "C", "C", "O", "P", "O", "O", "C", "C", "O", "C", "C", "H", "H", "H", "H", "H", "H", "H", "H", "H", "H", "H", "H", "H", "H", "H", "C", "C", "O", "P", "O", "O", "C", "C", "O", "C", "C", "H", "H", "H", "H", "H", "H", "H", "H", "H", "H", "H", "H", "H", "H", "H", "C", "C", "O", "P", "O", "O", "C", "C", "O", "C", "C", "H", "H", "H", "H", "H", "H", "H", "H", "H", "H", "H", "H", "H", "H", "H", "C", "N", "C", "C", "O", "H", "H", "H", "H", "H", "H", "H", "C", "N", "C", "C", "O", "H", "H", "H", "H", "H", "H", "H", "C", "N", "C", "C", "O", "H", "H", "H", "H", "H", "H", "H", "C", "N", "C", "C", "O", "H", "H", "H", "H", "H", "H", "H", "C", "N", "C", "C", "O", "H", "H", "H", "H", "H", "H", "H", "Cl", "C", "C", "Cl", "H", "H", "H", "H", "Cl", "C", "C", "Cl", "H", "H", "H", "H"], "xyz": [[7.8575, -2.1438, 0.3214], [6.6044, -1.8526, 1.2333], [6.3479, -0.4626, 1.0689], [6.0072, 0.3847, 2.4409], [6.3049, -0.2933, 3.7091], [6.8323, 1.7260, 2.1847], [7.0364, 2.6702, 3.2693], [8.4474, 2.3505, 3.7989], [4.4241, 0.8734, 2.3454], [3.4193, -0.0959, 2.6179], [2.1456, 0.6886, 2.2561], [7.7243, -1.6457, -0.6390], [8.8452, -1.9071, 0.7169], [7.9459, -3.2132, 0.1303], [5.7202, -2.3973, 0.9022], [6.8866, -2.0797, 2.2613], [6.9887, 3.6427, 2.7794], [6.2866, 2.5601, 4.0527], [8.5527, 2.8037, 4.7846], [8.6741, 1.2869, 3.8719], [8.9895, 2.8432, 2.9918], [3.5682, -0.8730, 1.8682], [3.4390, -0.5335, 3.6160], [2.1739, 1.5881, 2.8711], [2.1100, 0.9158, 1.1907], [1.2030, 0.1718, 2.4364], [4.0583, 3.9678, 1.2116], [5.1630, 3.8543, 0.1100], [5.0707, 4.6521, -0.9923], [5.1544, 4.0400, -2.4859], [5.5620, 4.9712, -3.5372], [6.0910, 2.7431, -2.2710], [7.5382, 2.9050, -2.2151], [8.1018, 1.7461, -1.3764], [3.6243, 3.4370, -2.5661], [2.5071, 4.2811, -2.8496], [1.6746, 4.1626, -1.5424], [3.6826, 4.9882, 1.2870], [3.3075, 3.2952, 0.7968], [4.6005, 3.6303, 2.0949], [6.1061, 4.0811, 0.6072], [5.1782, 2.7922, -0.1346], [7.8127, 2.8377, -3.2678], [7.7486, 3.9010, -1.8255], [8.1949, 2.0005, -0.3207], [7.5589, 0.8101, -1.5086], [9.1179, 1.6300, -1.7535], [2.8735, 5.2930, -3.0224], [1.9492, 3.9451, -3.7237], [0.7380, 4.7186, -1.5850], [1.5080, 3.1438, -1.1927], [2.0917, 4.7606, -0.7322], [-5.5153, 1.6851, 0.9598], [-6.8571, 2.3395, 0.5248], [-6.9156, 2.8013, -0.8164], [-7.6911, 1.8556, -1.9075], [-7.1026, 0.4817, -1.9918], [-7.4602, 2.7876, -3.2078], [-7.9989, 4.1041, -3.3422], [-8.8382, 4.1878, -4.6650], [-9.2503, 2.0493, -1.3837], [-10.2787, 1.0966, -1.6148], [-11.1930, 1.4986, -2.7933], [-5.7041, 1.2910, 1.9584], [-5.3304, 0.8561, 0.2766], [-4.6514, 2.3498, 0.9590], [-7.7005, 1.6787, 0.7245], [-7.1995, 3.1011, 1.2253], [-8.5801, 4.4083, -2.4717], [-7.1487, 4.7858, -3.3658], [-9.1558, 5.1664, -5.0249], [-8.1967, 3.8030, -5.4579], [-9.7410, 3.5897, -4.5412], [-9.9328, 0.0643, -1.6666], [-10.8710, 1.0472, -0.7011], [-12.1700, 1.0302, -2.6739], [-11.4391, 2.5583, -2.7263], [-10.8060, 1.5043, -3.8123], [-0.2945, -3.6659, 1.2105], [0.9084, -2.9833, 1.9175], [1.5906, -3.8821, 2.8061], [0.9468, -4.0778, 4.2801], [-0.4201, -4.6476, 4.4465], [2.1346, -4.9385, 5.0772], [3.4750, -4.5099, 4.8345], [4.3521, -4.7358, 6.0486], [1.0762, -2.6414, 4.9187], [0.5919, -2.4011, 6.2098], [1.5094, -2.8274, 7.4103], [-1.0379, -4.0490, 1.9096], [-0.8152, -2.9936, 0.5286], [-0.0125, -4.5585, 0.6520], [1.5808, -2.7001, 1.1078], [0.7078, -2.0174, 2.3811], [3.8078, -5.1211, 3.9955], [3.6171, -3.4751, 4.5230], [4.2347, -5.7515, 6.4263], [5.4268, -4.6606, 5.8831], [4.0856, -4.0968, 6.8905], [0.5151, -1.3165, 6.1334], [-0.4027, -2.8383, 6.2975], [1.1551, -2.2619, 8.2722], [1.4890, -3.8892, 7.6559], [2.5427, -2.5499, 7.2018], [-0.4548, -7.2892, -2.4249], [0.3131, -6.0459, -2.6101], [1.8098, -6.1789, -2.6260], [-0.3220, -4.8383, -2.7407], [-1.5337, -4.7575, -2.8178], [-1.3840, -7.0120, -1.9270], [0.1539, -7.9174, -1.7746], [-0.5645, -7.7827, -3.3906], [2.1349, -6.7229, -3.5128], [2.2666, -5.1965, -2.7458], [2.1295, -6.7338, -1.7440], [0.3557, -3.9714, -2.7772], [-6.7418, -1.8170, 0.2329], [-5.4266, -2.1949, -0.3428], [-4.4376, -2.7947, 0.6456], [-5.1271, -2.0568, -1.6124], [-4.0872, -2.4717, -2.1257], [-6.5389, -1.2212, 1.1229], [-7.3134, -2.6934, 0.5383], [-7.3755, -1.1201, -0.3156], [-4.2348, -2.1205, 1.4777], [-4.7882, -3.7209, 1.1009], [-3.5259, -3.0032, 0.0858], [-5.9606, -1.7057, -2.2402], [-0.0645, 1.0370, -1.4129], [-1.0790, -0.0121, -1.1982], [-2.0817, 0.1637, -0.1656], [-1.1757, -1.0891, -1.9387], [-0.3832, -1.3799, -2.8561], [-0.4367, 2.0613, -1.3896], [0.4724, 0.9398, -2.3565], [0.7644, 0.9849, -0.7071], [-1.6293, -0.1919, 0.7601], [-2.4480, 1.1834, -0.0471], [-2.9454, -0.4988, -0.2227], [-1.9955, -1.7153, -1.5541], [-3.0285, 0.3320, -5.5090], [-3.0341, 1.5504, -4.6761], [-4.0901, 1.5711, -3.6556], [-1.9264, 2.2974, -4.6249], [-1.7066, 3.1777, -3.8183], [-3.9998, 0.0818, -5.9357], [-2.8629, -0.5235, -4.8542], [-2.3732, 0.3379, -6.3801], [-4.0496, 2.4958, -3.0801], [-5.1288, 1.5409, -3.9849], [-4.0490, 0.6880, -3.0179], [-1.2410, 2.0073, -5.4362], [3.9868, 0.1445, -3.1217], [4.0532, -1.1372, -2.4831], [5.3889, -1.4944, -1.9147], [2.9266, -1.8628, -2.3871], [2.8808, -2.9193, -1.7917], [3.5852, 0.8399, -2.3848], [3.3436, 0.0376, -3.9952], [4.9126, 0.6315, -3.4280], [5.8442, -0.8102, -1.1987], [5.3903, -2.4798, -1.4487], [6.1598, -1.5548, -2.6829], [2.1006, -1.3622, -2.9156], [-5.5968, -1.8863, 3.9384], [-4.3330, -1.8795, 5.1456], [-3.0243, -2.3875, 4.4298], [-2.3283, -1.2973, 3.2684], [-4.6522, -2.5190, 5.9686], [-4.2398, -0.8490, 5.4882], [-3.0303, -3.3694, 3.9565], [-2.2673, -2.4063, 5.2138], [-0.8403, 4.0701, 0.5253], [-2.1838, 4.8297, -0.5317], [-1.9633, 6.3644, -0.7228], [-3.2018, 7.0841, -1.7883], [-3.1040, 4.6871, 0.0349], [-2.2874, 4.2909, -1.4735], [-0.9908, 6.6115, -1.1484], [-1.9688, 6.8236, 0.2657]], "atomic_forces_ev_per_a": [[-0.91, -0.65, 0.16], [2.24, -0.56, -0.95], [-0.92, 1.93, 2.15], [-0.83, 0.48, -0.77], [-0.06, -0.14, -0.31], [-1.25, -0.70, -0.51], [0.46, -1.39, 0.39], [-0.98, 1.09, -0.57], [3.16, -0.10, 0.29], [-1.17, 0.06, -1.64], [-0.09, -0.53, 0.56], [0.11, -0.02, 0.06], [-0.33, 0.60, 0.42], [-0.33, -0.16, -0.11], [0.14, -0.15, 0.08], [-0.43, -0.04, 0.03], [-0.05, 0.04, 0.37], [-0.27, 0.03, -0.24], [0.45, 0.23, -0.19], [-0.32, 0.12, -0.16], [1.19, -0.27, 0.63], [-0.16, -0.52, 0.19], [0.16, 0.36, 0.10], [-0.25, 0.19, -0.28], [0.40, 0.27, 0.08], [0.12, -0.24, 0.38], [0.94, 0.18, -2.15], [0.33, -1.28, 2.85], [-0.01, 1.59, -2.38], [-1.41, -0.86, 1.07], [-0.15, -0.09, 0.46], [-1.57, 0.60, -0.25], [-0.99, -0.72, -0.20], [0.59, 1.04, -0.48], [2.84, -0.78, -0.98], [-0.52, 0.07, 1.85], [-0.29, 1.61, -0.46], [0.03, -0.07, 0.24], [-0.48, 0.07, 1.03], [-0.81, -0.14, 0.22], [0.35, -0.01, -0.10], [0.23, 0.01, -0.19], [0.55, 0.11, 0.18], [0.34, -0.11, 0.06], [-0.35, -0.10, 0.00], [-0.07, 0.22, -0.07], [0.16, -0.35, 0.13], [-0.28, 0.12, -0.03], [0.25, -0.25, 0.03], [-0.45, -0.54, -0.72], [0.07, 0.13, -0.33], [0.87, -0.39, 0.05], [-1.33, 0.19, -0.70], [-0.14, -0.51, 1.30], [-0.67, -0.57, -0.96], [0.99, 0.92, 0.94], [-1.54, 1.92, -0.27], [-0.66, -1.63, 0.92], [-0.65, 1.25, -0.83], [0.76, -0.47, 0.75], [2.31, -0.35, -0.83], [-1.12, -0.48, -0.52], [-0.06, 0.99, 0.64], [0.30, -0.04, 0.08], [0.18, -0.10, 0.07], [-0.20, 0.14, 0.02], [0.18, -0.91, -0.40], [0.72, 0.91, -0.31], [-0.15, -0.32, 0.04], [0.07, -0.07, -0.18], [0.21, 0.28, 0.65], [-0.22, -0.33, -0.05], [0.12, -0.18, -0.21], [0.62, 0.10, -0.55], [-0.15, 0.54, 0.04], [0.20, -0.46, -0.42], [0.04, 0.28, 0.64], [0.28, -1.05, 0.11], [-0.10, -0.05, 0.78], [-0.76, -0.09, -1.85], [-0.69, -0.04, 1.56], [0.59, -1.79, 0.53], [1.74, 0.47, -0.39], [-2.00, 1.43, -1.13], [1.38, -0.43, -0.38], [-0.23, -0.82, 0.78], [1.00, -0.44, -1.33], [0.03, 0.58, 1.34], [-0.57, 0.45, -1.03], [-0.01, 0.29, 0.32], [0.22, 0.18, -0.03], [0.50, 0.22, -0.15], [0.56, -0.41, 0.14], [-0.53, -0.30, 0.51], [0.31, 0.02, -0.01], [-0.71, 0.20, -0.02], [-0.23, -0.18, -0.08], [-0.11, 0.42, -0.46], [0.02, 0.20, -0.17], [-0.26, 0.09, 0.90], [-0.02, -0.01, 0.17], [0.08, -0.03, 0.08], [-0.19, 0.03, -0.25], [-0.05, 0.13, 0.04], [0.94, 1.16, 0.04], [1.41, -0.03, 0.19], [-1.55, 0.30, -0.59], [-0.07, -0.96, -0.12], [0.13, 0.27, 0.18], [-0.12, -0.33, -0.37], [-0.17, -0.19, 0.05], [-0.47, -0.14, 0.10], [-0.16, -0.35, -0.07], [-0.08, 0.05, 0.62], [0.18, 0.31, 0.08], [-0.02, -0.02, 0.00], [0.75, 0.31, 0.58], [-0.68, -0.14, 3.48], [-0.56, 0.57, -1.13], [0.54, -1.39, -2.23], [-0.24, 0.84, 0.22], [0.13, -0.23, 0.39], [0.03, -0.09, -0.11], [0.43, -0.45, -0.90], [-0.10, 0.27, -0.30], [-0.36, -0.08, -0.33], [-0.09, 0.01, 0.06], [0.08, 0.42, 0.23], [0.39, -0.20, -0.19], [-0.18, 2.63, 0.35], [0.40, -0.23, 1.23], [1.60, -1.78, -1.85], [-1.18, 0.24, 1.05], [-0.53, -0.29, 0.12], [-0.60, -0.45, -0.29], [-0.20, -0.20, 0.62], [0.05, 0.55, 0.53], [0.28, 0.05, -0.18], [0.02, 0.00, -0.85], [0.05, -0.42, -0.81], [-0.71, -0.44, 0.39], [-1.42, -1.27, -0.74], [0.01, 0.36, 0.35], [-0.20, -0.06, 0.05], [0.28, 0.44, 0.30], [-0.39, 0.68, 0.09], [0.62, -0.16, -0.09], [0.44, 0.32, 0.49], [0.46, -0.18, 0.14], [0.20, 0.03, -1.04], [0.51, -0.01, 0.29], [0.24, 0.20, 0.07], [-0.77, 0.94, 0.11], [2.78, 0.06, 0.39], [-0.43, -0.70, -0.33], [0.93, 0.02, 0.18], [-0.63, -0.60, 0.22], [-0.36, 0.42, -0.35], [-0.10, 0.48, 0.03], [0.33, -0.78, 0.01], [-0.94, 0.48, 0.14], [-0.49, 0.05, -0.04], [-0.29, 0.00, -0.59], [-0.34, -0.36, 0.14], [-1.18, 0.09, -0.52], [1.28, -0.41, -1.16], [-0.05, -0.04, 2.31], [0.02, 0.97, -0.77], [0.33, -0.09, -0.13], [0.30, -0.17, 0.03], [-0.60, 0.05, 0.29], [-0.03, -0.40, 0.06], [-1.17, 0.76, -0.74], [0.05, 0.65, 0.31], [0.71, -1.01, 0.52], [0.07, -0.27, 0.34], [0.14, -0.04, 0.04], [0.52, -0.04, 0.02], [-0.11, -0.31, -0.19], [-0.38, 0.18, -0.15]], "mulliken_charge": [-1.18, -0.54, 0.45, -0.03, -0.87, 0.08, -0.51, -1.28, 0.06, 0.11, -1.01, 0.17, 0.36, 0.40, 0.23, 0.60, 0.43, 0.41, 0.35, 0.24, 0.33, 0.09, 0.37, 0.46, -0.20, 0.34, -0.66, 0.17, -0.44, 0.57, -0.82, 0.01, -0.50, -0.52, 0.14, -0.78, -0.27, 0.43, -0.20, 0.23, 0.10, 0.19, 0.33, 0.42, 0.07, -0.04, 0.45, 0.37, 0.31, 0.26, -0.10, 0.33, -0.31, -0.55, -0.41, 0.95, -0.46, -0.27, -0.25, -1.04, -0.31, -0.20, -1.24, 0.32, -0.21, 0.18, 0.28, 0.49, 0.29, 0.36, 0.41, 0.27, 0.14, 0.26, 0.37, 0.40, 0.32, 0.28, -0.82, 0.51, -0.29, 0.88, -0.80, -0.45, 0.21, -1.35, 0.10, -0.33, -1.25, 0.25, -0.04, 0.35, 0.35, -0.22, 0.34, 0.04, 0.34, 0.40, 0.21, 0.35, 0.23, 0.48, 0.31, 0.17, -1.03, 0.13, -0.55, 0.44, -0.66, 0.32, 0.34, 0.31, 0.35, -0.03, 0.28, 0.10, -0.38, 0.26, -0.65, -0.15, -0.55, 0.03, 0.43, -0.08, -0.01, 0.37, 0.22, 0.48, -0.26, 0.86, 0.14, -0.20, -0.77, -0.09, 0.33, -0.19, -0.16, 0.06, -0.33, 0.53, -0.95, 0.32, -0.97, 0.06, -0.56, 0.28, 0.34, 0.35, 0.24, 0.36, 0.18, 0.30, -1.36, 0.32, -0.56, 0.28, -0.64, 0.45, 0.45, 0.30, -0.23, 0.39, 0.41, 0.21, -0.16, -0.47, -0.32, 0.01, 0.40, 0.29, 0.39, -0.07, -0.14, -0.24, -0.47, -0.21, 0.49, 0.01, 0.24, 0.39], "smiles": "CCOP(=O)(OCC)OCC.CCOP(=O)(OCC)OCC.CCOP(=O)(OCC)OCC.CCOP(=O)(OCC)OCC.CN(C)C=O.CN(C)C=O.CN(C)C=O.CN(C)C=O.CN(C)C=O.ClCCCl.ClCCCl", "total_energy_ha": -6760.5327, "total_charge": 0}



# 2
{"formula": "C15H22N2O3", "method": "ωB97M-V/def2-TZVPD", "symbols": ["C", "O", "C", "C", "N", "C", "O", "C", "C", "C", "C", "C", "N", "C", "C", "O", "C", "C", "C", "C", "H", "H", "H", "H", "H", "H", "H", "H", "H", "H", "H", "H", "H", "H", "H", "H", "H", "H", "H", "H", "H", "H"], "xyz": [[-5.9855, -2.1690, 1.0769], [-4.8587, -2.0794, 0.0294], [-5.0561, -0.9833, -0.9730], [-4.8476, 0.3048, -0.4590], [-3.5168, 0.2292, -0.1116], [-2.6836, 1.1559, -0.4610], [-3.0165, 1.9447, -1.1852], [-1.2584, 1.1072, -0.1226], [-0.2420, 1.4702, -0.9396], [1.1594, 1.2856, -0.4345], [1.3548, 1.0647, 0.8704], [2.7756, 0.7269, 1.4223], [3.7032, -0.0109, 0.3166], [5.0504, 0.2130, 0.6221], [5.9734, -0.2029, -0.7039], [5.5047, -1.6107, -0.7529], [4.1065, -1.7908, -1.2043], [3.2110, -1.1506, 0.2096], [0.2640, 0.6204, 1.5971], [-0.9238, 0.4512, 1.1691], [-6.2070, -1.1544, 1.7286], [-6.9310, -2.3970, 0.6740], [-5.9362, -2.9642, 1.8433], [-6.2465, -1.0908, -1.0608], [-4.5434, -1.2807, -1.7397], [-4.9650, 1.2672, -1.2030], [-5.5629, 0.6145, 0.2058], [-3.2679, -0.4462, 0.5962], [-0.4500, 1.6879, -1.8521], [1.9655, 1.6377, -1.0612], [3.2461, 1.8789, 1.4235], [2.8741, 0.1781, 2.1240], [5.2626, 1.2856, 0.7767], [5.4026, -0.3161, 1.5327], [6.9523, -0.4741, -0.4430], [5.6873, 0.4487, -1.5701], [3.9626, -2.6806, -1.5026], [3.9657, -1.2133, -2.0372], [2.2596, -1.2070, -0.1233], [3.4762, -1.7989, 1.1303], [0.5732, 0.1571, 2.5710], [-1.7194, 0.4750, 2.0091]], "atomic_forces_ev_per_a": [[1.20, 2.67, 0.95], [-1.63, 0.39, 2.30], [-9.26, -3.19, 4.14], [0.53, 3.98, -3.24], [0.89, -1.97, 4.34], [4.75, -4.14, 3.29], [-3.14, 9.27, -7.49], [0.76, -2.91, 3.43], [3.37, -2.38, 6.24], [-2.67, 2.67, -2.20], [2.13, -2.92, 0.27], [0.77, 10.91, -12.48], [-0.29, 11.66, 2.42], [3.43, 1.09, -1.54], [-4.70, -2.04, 2.90], [-0.95, -0.25, -2.33], [2.11, 6.32, 6.95], [2.59, -11.02, -2.99], [5.42, -1.67, 4.27], [-6.60, 3.16, -1.32], [1.08, -2.18, -1.79], [-1.08, -0.01, -1.53], [1.40, 0.24, -0.62], [2.24, 0.18, -1.12], [2.87, -1.45, -4.53], [0.47, -2.88, 0.98], [-1.36, 0.35, 2.70], [0.04, -0.10, -0.20], [-0.94, 1.87, -5.79], [0.17, -0.46, -0.27], [-0.67, -3.27, 0.94], [0.68, -6.32, 9.81], [-0.53, -0.28, 0.16], [0.08, -0.20, -0.43], [1.76, 1.08, 0.02], [0.63, -0.79, 0.58], [-0.90, -7.03, -1.22], [-0.77, 2.22, -1.86], [-3.43, -0.11, -0.40], [-0.71, -0.20, -1.14], [-0.67, 0.81, -0.45], [0.89, -1.08, -1.73]], "mulliken_charge": [-0.71, -0.44, -0.52, -0.75, -0.13, 0.39, -0.59, 0.64, -1.16, -0.10, 0.30, -1.38, 0.35, -0.61, -0.56, -0.44, -0.94, -0.72, -0.52, -0.72, 0.21, 0.35, 0.32, 0.29, 0.45, 0.32, 0.35, 0.25, 0.74, 0.50, 0.30, 0.87, 0.36, 0.34, 0.38, 0.27, 0.59, 0.39, 0.45, 0.30, 0.27, 0.29], "smiles": "COCCNC(=O)c1ccc(CN2CCOCC2)cc1", "total_energy_ha": -919.5956, "de_lowest_kj_mol": 1268.1, "total_charge": 0}